9 unconnected molecules or ions with the total composition C45H101N2O10P in a non-equilibrium geometry, computed with wB97M-V/def2-TZVPD.

XYZ file:
```
159
Properties=species:S:1:pos:R:3:forces:R:3:lowdin_charge:R:1
C -1.0174 1.7506 -1.5185 -0.11 -0.31 0.17 -0.1059
C -1.1092 0.4985 -0.5124 0.59 0.00 0.56 -0.1415
C 0.2512 -0.3831 -0.5210 0.77 2.05 0.85 -0.3830
O 1.2279 0.1020 0.0948 -2.59 -2.43 -2.05 0.0357
O 0.2369 -1.5894 -1.2552 0.59 1.62 1.88 -0.0778
C 1.2691 -2.5087 -0.8247 0.98 -1.91 0.24 -0.1973
C 1.5254 -3.7082 -1.8978 0.06 1.30 0.01 -0.1349
C 2.8286 -3.3927 -2.8300 1.53 -1.81 0.86 -0.5182
C 4.1498 -3.5674 -1.9163 1.35 0.61 1.06 -0.1889
N 5.1207 -3.6015 -1.2227 -3.96 0.03 -2.77 0.1431
C 2.9420 -4.5224 -3.9750 1.19 -0.67 -0.58 -0.1547
C 4.1934 -4.2436 -4.9467 1.34 1.00 -0.41 -0.1995
N 5.1713 -3.9391 -5.5562 -4.00 -1.34 2.34 0.1366
P 2.6011 -1.6253 -3.4901 -1.06 1.31 0.42 1.0290
C 4.0047 -0.4649 -2.9869 1.09 -0.14 -0.87 -0.3949
C 5.4483 -0.8276 -3.5899 0.77 1.15 0.70 -0.1813
C 2.2280 -1.5715 -5.3434 -0.42 -0.34 -1.52 -0.3975
C 0.7462 -0.8971 -5.4857 0.95 -0.52 1.32 -0.1719
H -0.1658 2.4576 -1.1904 -1.22 -1.33 -0.66 0.0909
H -0.8524 1.3501 -2.5858 -0.25 0.91 1.58 0.0805
H -1.9886 2.3668 -1.4542 1.47 -1.07 -0.28 0.0751
H -1.1460 0.9499 0.5509 0.12 -0.94 -1.63 0.1213
H -2.0391 -0.1462 -0.6395 1.29 0.85 -0.17 0.1115
H 0.8874 -2.9972 0.1515 0.76 0.82 -1.45 0.1367
H 2.2945 -2.0385 -0.6509 -1.64 -0.15 -0.01 0.1058
H 0.6345 -3.7071 -2.6094 1.07 -0.38 1.00 0.1237
H 1.6610 -4.6772 -1.3078 -0.29 1.19 -1.04 0.1266
H 3.1507 -5.5627 -3.5173 -0.32 1.71 -0.56 0.1325
H 1.9616 -4.6415 -4.5606 1.60 0.51 0.66 0.1197
H 3.7202 0.5803 -3.3793 0.13 -1.63 0.58 0.0891
H 3.9921 -0.3885 -1.8455 0.06 -0.30 -1.58 0.0790
H 5.5447 -0.5259 -4.7005 -0.37 -0.83 1.72 0.0761
H 5.7897 -1.8986 -3.3911 -0.71 1.46 -0.49 0.0468
H 6.2102 -0.1514 -3.0379 -1.07 -1.06 -0.88 0.0748
H 2.1138 -2.6186 -5.8186 0.55 1.59 0.83 0.0480
H 3.0131 -0.9952 -5.9626 -1.14 -0.94 1.04 0.0901
H 0.4289 -0.7658 -6.5705 0.44 -0.16 1.49 0.0705
H 0.0502 -1.6020 -4.8890 0.82 1.23 -1.19 0.0711
H 0.7937 0.0747 -4.8841 -0.37 -1.13 -1.14 0.0569
C 0.6533 -0.9948 5.2976 -0.09 0.08 -0.10 -0.0719
C 1.8046 -1.9693 5.4669 -0.03 -0.01 -0.05 -0.2740
O 1.8399 -2.9853 4.4719 -0.04 -0.22 0.07 -0.1661
C 1.9783 -2.5425 3.1280 0.07 0.12 -0.08 -0.2842
C 3.2518 -1.7567 2.8746 0.12 0.08 0.08 -0.0590
H -0.3026 -1.5269 5.3010 0.07 0.01 0.05 0.0775
H 0.6509 -0.2636 6.1106 0.00 -0.07 -0.03 0.0781
H 0.7179 -0.4469 4.3556 0.05 0.05 0.06 0.0690
H 1.6961 -2.4802 6.4267 0.04 -0.17 -0.22 0.0972
H 2.7656 -1.4445 5.5050 -0.04 0.08 -0.04 0.1102
H 1.0937 -1.9734 2.8245 0.02 0.13 0.00 0.1071
H 1.9919 -3.4416 2.5058 -0.02 0.05 0.23 0.0755
H 3.2875 -0.8375 3.4634 -0.05 0.02 -0.11 0.0699
H 3.3257 -1.4806 1.8196 -0.04 -0.02 0.08 0.0688
H 4.1291 -2.3517 3.1446 -0.09 -0.01 -0.06 0.0865
C 2.2787 -5.9631 2.7632 0.13 -0.13 0.03 -0.0786
C 0.8061 -6.0342 2.4014 0.10 -0.06 0.05 -0.2712
O 0.5428 -6.8066 1.2343 -0.08 0.10 -0.19 -0.1691
C 0.9344 -8.1719 1.2833 -0.04 -0.03 -0.02 -0.2834
C 0.2548 -8.9607 2.3881 -0.08 0.04 0.17 -0.0821
H 2.8584 -5.5545 1.9300 -0.03 -0.01 0.05 0.0834
H 2.4249 -5.3254 3.6387 -0.05 -0.04 -0.07 0.0695
H 2.6902 -6.9476 2.9944 -0.04 0.02 0.05 0.0703
H 0.4443 -5.0240 2.1908 -0.09 -0.16 -0.14 0.1058
H 0.2096 -6.4047 3.2420 0.07 -0.02 0.03 0.1109
H 2.0237 -8.2510 1.3528 0.03 -0.02 0.10 0.1055
H 0.6565 -8.6075 0.3184 -0.02 0.24 0.04 0.1172
H 0.5072 -8.5756 3.3784 0.06 -0.08 -0.04 0.0656
H 0.5593 -10.0098 2.3502 -0.02 0.08 -0.03 0.0775
H -0.8326 -8.9068 2.2843 0.10 -0.03 -0.04 0.0821
C -2.9625 1.3138 6.2047 0.13 -0.11 -0.05 -0.0773
C -4.4347 1.2429 5.8413 0.04 0.05 0.05 -0.2703
O -4.6958 0.4688 4.6756 0.08 0.00 -0.10 -0.1902
C -4.3047 -0.8968 4.7259 -0.04 -0.02 -0.01 -0.2714
C -4.9863 -1.6846 5.8305 -0.07 0.04 0.17 -0.0764
H -2.3818 1.7208 5.3720 -0.06 0.01 0.07 0.0831
H -2.8169 1.9528 7.0794 -0.03 -0.04 -0.08 0.0802
H -2.5521 0.3293 6.4379 -0.01 0.04 0.09 0.0602
H -4.7958 2.2526 5.6286 -0.10 -0.18 -0.16 0.1180
H -5.0327 0.8739 6.6815 0.06 -0.02 0.02 0.1117
H -3.2154 -0.9763 4.7970 0.04 -0.03 0.09 0.0984
H -4.5815 -1.3330 3.7609 -0.01 0.24 0.03 0.1200
H -4.7351 -1.2988 6.8209 0.05 -0.07 -0.04 0.0673
H -4.6821 -2.7338 5.7937 -0.02 0.08 -0.03 0.0779
H -6.0736 -1.6302 5.7252 0.09 -0.03 -0.03 0.0806
C -4.0348 6.8661 -1.7766 -0.10 0.05 -0.12 -0.0817
C -2.8849 5.8903 -1.6022 -0.01 0.00 -0.05 -0.2799
O -2.8455 4.8736 -2.5964 -0.02 -0.15 0.10 -0.1750
C -2.7003 5.3129 -3.9405 0.07 -0.01 -0.03 -0.2757
C -1.4247 6.0973 -4.1899 0.10 0.08 0.11 -0.0822
H -4.9907 6.3350 -1.7772 0.09 0.03 0.05 0.0825
H -4.0399 7.5969 -0.9637 0.01 -0.08 -0.04 0.0777
H -3.9657 7.4141 -2.7181 0.05 0.05 0.07 0.0647
H -2.9977 5.3791 -0.6423 0.04 -0.14 -0.18 0.1177
H -1.9238 6.4146 -1.5599 -0.04 0.07 -0.04 0.1062
H -3.5823 5.8822 -4.2499 0.01 0.10 0.00 0.1056
H -2.6849 4.4110 -4.5602 -0.05 -0.01 0.25 0.1197
H -1.3912 7.0182 -3.6031 -0.04 0.02 -0.08 0.0584
H -1.3448 6.3706 -5.2452 0.02 -0.05 0.08 0.0799
H -0.5490 5.5030 -3.9141 -0.07 0.03 -0.09 0.0869
C 0.7734 9.4156 -4.8321 -0.10 0.06 -0.12 -0.0781
C 1.9245 8.4416 -4.6564 -0.02 -0.01 -0.05 -0.2773
O 1.9637 7.4236 -5.6493 -0.03 -0.14 0.07 -0.1676
C 2.1078 7.8623 -6.9934 0.06 -0.04 -0.01 -0.2821
C 3.3828 8.6475 -7.2442 0.11 0.11 0.10 -0.0823
H -0.1818 8.8832 -4.8316 0.09 0.03 0.04 0.0646
H 0.7673 10.1483 -4.0209 0.01 -0.08 -0.04 0.0795
H 0.8414 9.9619 -5.7749 0.04 0.06 0.07 0.0668
H 1.8121 7.9326 -3.6953 0.04 -0.15 -0.19 0.1173
H 2.8850 8.9667 -4.6154 -0.04 0.07 -0.04 0.1055
H 1.2253 8.4310 -7.3027 0.02 0.10 -0.01 0.1050
H 2.1232 6.9600 -7.6125 -0.06 -0.01 0.25 0.1187
H 3.4161 9.5688 -6.6584 -0.04 0.01 -0.10 0.0649
H 3.4612 8.9200 -8.2998 -0.02 -0.05 0.07 0.0776
H 4.2589 8.0537 -6.9687 -0.09 0.02 -0.06 0.0827
C 2.0417 -2.7409 10.1286 0.04 -0.03 0.15 -0.0743
C 1.8443 -1.6110 9.1340 0.02 0.04 0.10 -0.2896
O 1.5686 -0.3566 9.7454 -0.15 0.04 -0.07 -0.1602
C 2.5681 0.1488 10.6203 0.02 0.07 -0.02 -0.2803
C 3.9100 0.3730 9.9465 0.09 -0.08 -0.15 -0.0813
H 1.1613 -2.8456 10.7687 0.04 0.00 -0.10 0.0839
H 2.2082 -3.6850 9.6034 -0.03 0.08 0.02 0.0788
H 2.8997 -2.5655 10.7804 0.03 -0.05 -0.08 0.0662
H 0.9824 -1.8437 8.5029 -0.02 0.23 0.11 0.1094
H 2.7034 -1.5213 8.4600 0.06 -0.05 0.06 0.1003
H 2.6681 -0.5002 11.4958 0.08 -0.06 -0.01 0.1051
H 2.1964 1.1088 10.9916 -0.15 -0.16 -0.14 0.1189
H 4.3356 -0.5580 9.5656 0.03 0.03 0.09 0.0656
H 4.6246 0.8020 10.6536 -0.08 -0.02 -0.04 0.0775
H 3.8035 1.0545 9.0978 -0.01 -0.02 0.10 0.0822
C -9.9583 3.1845 3.9294 -0.08 -0.11 -0.08 -0.0836
C -8.5861 3.5226 4.4840 0.04 -0.08 0.00 -0.2812
O -7.7996 2.3786 4.7928 0.01 0.07 0.18 -0.1631
C -7.5085 1.5041 3.7091 0.00 -0.16 -0.04 -0.2786
C -6.7370 2.1677 2.5832 0.00 0.21 -0.03 -0.0752
H -10.5109 2.5549 4.6323 0.05 0.09 -0.02 0.0813
H -10.5318 4.0979 3.7507 0.05 -0.06 0.04 0.0762
H -9.8940 2.6403 2.9853 0.00 0.09 -0.02 0.0642
H -8.7092 4.0741 5.4200 0.14 -0.17 0.01 0.1169
H -8.0377 4.1862 3.8062 -0.06 -0.02 -0.08 0.1051
H -8.4287 1.0398 3.3395 -0.08 0.10 -0.11 0.1065
H -6.9005 0.6945 4.1198 -0.10 0.27 0.11 0.0975
H -7.3039 2.9814 2.1244 -0.02 -0.09 -0.06 0.0638
H -6.5036 1.4408 1.8010 0.01 0.03 0.10 0.0799
H -5.8016 2.5923 2.9584 -0.04 -0.14 -0.01 0.0777
C 2.6545 -2.4796 -11.1649 -0.08 -0.11 -0.09 -0.0808
C 2.6021 -2.0522 -9.7090 0.04 -0.03 0.00 -0.2794
O 1.4248 -2.4786 -9.0327 -0.11 0.12 0.10 -0.1741
C 1.2097 -3.8821 -8.9699 -0.01 0.00 0.07 -0.2753
C 2.3185 -4.6355 -8.2573 0.14 0.00 -0.02 -0.0746
H 1.7809 -2.1050 -11.7056 0.09 0.02 0.05 0.0826
H 3.5569 -2.0900 -11.6431 -0.08 -0.01 0.06 0.0787
H 2.6626 -3.5660 -11.2712 0.10 0.03 0.00 0.0654
H 2.6071 -0.9600 -9.6608 -0.17 -0.10 0.13 0.1183
H 3.4922 -2.3878 -9.1656 0.01 -0.06 -0.06 0.1079
H 1.0389 -4.2846 -9.9731 0.08 -0.05 -0.03 0.1057
H 0.2752 -4.0268 -8.4187 0.06 0.23 -0.08 0.1184
H 3.2761 -4.5354 -8.7724 -0.04 -0.08 0.03 0.0729
H 2.0802 -5.7009 -8.1997 -0.01 0.08 0.00 0.0818
H 2.4526 -4.2500 -7.2427 0.00 -0.05 -0.10 0.0394
```
Positions in Å, forces in eV/Å.

HOMO-LUMO gap ... 8.39 eV
Energy ... -2978.13653 a.u.
E_HOMO ... -7.87 eV
Charge ... 0